Here is 3 unconnected molecules or ions with the total composition C25H41F3N4O7PS2 at a distorted geometry from OMol25. Energies are from ωB97M-V with the def2-TZVPD basis set.

Output
Multiplicity ... 1
LUMO level ... -5.71 eV
Charge ... +1
Kohn-Sham gap ... 4.56 eV

Structure (XYZ):
```
83
Properties=species:S:1:pos:R:3:forces:R:3:mulliken_charge:R:1
O 2.886 -0.235 3.062 0.372 0.303 0.760 -0.462
C 2.348 -0.652 2.083 -0.156 -0.451 -0.639 0.168
C 0.869 -1.083 2.137 0.465 0.186 -0.057 -1.021
C 0.115 -0.144 1.260 -0.176 0.232 0.071 -0.121
C 0.267 1.224 1.356 -0.167 -0.279 -0.122 0.434
C -0.458 2.048 0.495 0.308 1.251 0.283 -0.369
P -0.234 3.906 0.566 -0.628 0.730 -0.842 0.177
S -1.541 4.904 -0.414 0.029 -0.159 0.182 -0.279
N -1.322 1.636 -0.403 0.160 -0.731 0.225 -0.802
N -1.428 0.324 -0.455 -0.344 -0.357 -0.099 0.646
S -2.599 -0.224 -1.708 -1.294 1.605 -2.131 1.082
O -3.649 0.723 -1.709 0.053 -0.021 0.963 -0.562
O -1.885 -0.424 -2.913 0.786 -0.766 0.641 -0.504
C -3.359 -1.814 -1.072 0.302 -0.050 -0.387 0.683
F -4.434 -1.946 -1.793 -0.405 -0.001 -0.208 -0.138
F -2.535 -2.811 -1.310 0.352 -0.325 0.231 -0.173
F -3.654 -1.720 0.198 0.072 0.049 0.560 -0.186
C -0.776 -0.561 0.278 0.371 -0.249 0.296 -0.094
C 3.015 -0.704 0.763 0.247 -0.032 -0.745 0.650
C 4.027 0.210 0.463 0.312 0.012 -0.089 -0.431
C 4.672 0.188 -0.771 -0.559 -0.335 0.068 -0.711
C 4.289 -0.751 -1.723 -0.269 -0.136 0.187 -0.362
C 3.279 -1.676 -1.445 0.314 0.477 0.287 -0.988
C 2.647 -1.642 -0.209 -0.007 0.109 -0.036 0.014
H 0.779 -2.115 1.821 -0.237 -0.161 0.020 0.551
H 0.555 -0.965 3.170 -0.109 -0.122 0.104 0.411
H 0.934 1.673 2.081 0.102 -0.007 0.125 0.443
H -0.122 4.160 1.945 0.195 -0.353 0.031 0.130
H 1.073 4.042 0.062 0.149 -0.306 0.356 0.150
H -0.942 -1.612 0.096 -0.162 -0.058 -0.159 0.526
H 4.341 0.942 1.193 -0.101 -0.008 0.210 0.459
H 5.446 0.902 -0.996 0.110 0.089 0.027 0.444
H 4.764 -0.770 -2.690 0.119 0.005 -0.097 0.410
H 3.014 -2.405 -2.192 -0.116 -0.152 -0.036 0.443
H 1.882 -2.372 0.019 -0.034 -0.125 -0.071 0.396
C -1.633 -2.471 -7.324 -0.018 -0.114 0.019 -0.710
O -2.246 -3.234 -6.300 0.031 0.175 -0.111 -0.394
C -2.957 -2.458 -5.348 -0.018 -0.218 0.214 -0.581
C -4.439 -2.758 -5.415 0.005 -0.041 -0.288 -0.116
N -5.017 -2.236 -6.644 -0.010 -0.072 0.136 -0.377
C -6.396 -2.654 -6.888 0.089 0.134 -0.157 -0.729
C -6.652 -4.134 -7.152 -0.265 0.013 0.029 -0.489
O -6.096 -4.606 -8.363 0.121 -0.022 0.103 -0.415
C -4.761 -5.070 -8.285 -0.084 -0.003 -0.187 -0.540
H -1.054 -3.157 -7.939 -0.013 -0.033 0.024 0.259
H -2.375 -1.975 -7.957 0.041 0.088 0.017 0.318
H -0.957 -1.719 -6.905 -0.014 0.042 -0.027 0.318
H -2.770 -1.389 -5.483 -0.028 0.008 -0.096 0.429
H -2.582 -2.742 -4.357 0.008 0.021 0.005 0.132
H -4.942 -2.291 -4.562 -0.043 -0.001 -0.001 0.368
H -4.562 -3.847 -5.331 0.035 -0.001 0.179 0.187
H -4.446 -2.534 -7.424 0.007 0.020 -0.028 0.120
H -6.747 -2.099 -7.760 -0.051 -0.017 0.008 0.367
H -7.013 -2.335 -6.042 0.021 -0.025 0.037 0.403
H -7.733 -4.260 -7.253 0.004 -0.008 -0.006 0.364
H -6.344 -4.770 -6.312 0.125 0.020 -0.016 0.342
H -4.540 -5.511 -7.310 0.014 0.041 0.036 0.274
H -4.043 -4.272 -8.496 0.066 -0.021 0.101 0.177
H -4.635 -5.837 -9.049 -0.029 -0.005 0.003 0.289
C 3.445 3.841 3.935 -0.123 0.027 0.103 -0.603
O 2.534 3.156 4.773 0.121 -0.001 -0.232 -0.339
C 2.972 1.846 5.149 -0.248 0.023 0.290 -0.538
C 3.235 1.773 6.636 0.114 0.339 0.034 -0.313
N 4.419 2.544 6.992 -0.134 -0.080 0.007 -0.322
C 4.634 2.691 8.430 0.164 0.095 -0.131 -0.720
C 3.615 3.502 9.222 0.084 -0.091 0.241 -0.463
O 3.596 4.878 8.895 -0.103 -0.060 -0.110 -0.419
C 2.740 5.243 7.830 0.109 0.153 0.090 -0.535
H 2.982 4.783 3.646 -0.017 0.006 0.030 0.266
H 4.384 4.060 4.452 0.065 -0.043 -0.092 0.345
H 3.664 3.261 3.030 0.077 0.002 0.003 0.165
H 3.854 1.549 4.582 0.064 0.064 0.004 0.414
H 2.165 1.157 4.901 -0.013 -0.049 0.003 0.168
H 3.392 0.728 6.919 -0.001 -0.001 0.020 0.382
H 2.336 2.138 7.154 -0.092 -0.150 -0.032 0.212
H 4.343 3.466 6.583 0.024 0.027 0.009 0.093
H 5.607 3.170 8.559 -0.001 -0.010 0.054 0.373
H 4.713 1.694 8.875 -0.046 -0.020 -0.013 0.405
H 3.910 3.451 10.273 -0.005 0.014 0.000 0.360
H 2.605 3.078 9.165 -0.018 0.031 -0.122 0.326
H 1.857 4.600 7.779 0.013 -0.047 -0.030 0.269
H 3.262 5.224 6.868 -0.085 -0.068 -0.056 0.158
H 2.413 6.267 8.007 0.003 -0.006 0.027 0.310
```
Forces are in eV/Å.